[1]
DFT (wB97M-V/def2-TZVPD) results for C29H43AsHfN4O3 as an isolated structure at a distorted geometry.

Geometry as XYZ:
```
81
Properties=species:S:1:pos:R:3:forces:R:3
Hf 0.30361 -0.21914 0.11993 2.022 -0.793 0.231
C -1.53115 0.36360 2.86415 -0.319 0.058 0.014
N -0.08457 0.20443 2.57828 0.038 0.067 0.102
C 0.55076 1.40371 3.18090 0.383 0.218 0.008
C 1.92339 1.71863 2.60497 -0.242 0.111 -0.106
C 1.82727 2.54586 1.32782 0.421 0.057 0.332
N 1.20920 1.86085 0.18226 -0.384 0.868 -0.327
C 1.00506 2.64519 -0.82459 0.226 0.043 0.409
C 0.42841 2.34909 -2.09738 -0.369 -0.395 -0.532
C 0.13114 3.45171 -2.92691 0.039 -0.128 0.192
C -0.48814 3.29597 -4.14092 -0.060 0.007 -0.134
C -0.81940 2.01253 -4.57161 0.027 0.179 0.102
C -0.52541 0.91522 -3.79402 0.185 -0.274 0.354
C 0.11307 1.04064 -2.55180 -0.079 0.934 -0.846
O 0.44966 -0.04780 -1.86910 -0.100 0.242 -0.244
C 0.41633 -1.01951 3.26819 0.188 -0.365 0.037
C 0.67072 -2.19446 2.32249 -0.590 0.177 0.145
C -0.57779 -2.74014 1.62346 0.217 -0.462 0.205
N -1.13271 -1.69795 0.76738 -0.999 -0.741 -0.034
C -2.27366 -1.86172 0.18558 0.023 0.028 0.359
C -2.97697 -0.81667 -0.49015 0.080 0.559 -0.317
C -4.26104 -1.08248 -1.01506 0.181 -0.003 0.070
C -5.04352 -0.07960 -1.52327 -0.157 0.012 -0.073
C -4.56645 1.23394 -1.53621 0.060 -0.205 0.038
C -3.31275 1.52167 -1.05200 0.399 -0.009 0.211
C -2.48336 0.52091 -0.52016 -1.328 -0.063 -0.323
O -1.31212 0.86760 -0.01998 -0.692 0.249 -0.168
H -1.68562 0.55060 3.93245 0.086 -0.042 -0.047
H -2.09531 -0.52195 2.58768 0.070 -0.003 0.010
H -1.92079 1.20991 2.30170 0.023 -0.058 0.019
H 0.61736 1.27510 4.26715 -0.125 -0.056 -0.068
H -0.09723 2.26226 2.99726 -0.083 -0.066 0.034
H 2.48507 0.79816 2.44609 0.100 0.033 0.083
H 2.47673 2.32059 3.32853 0.014 -0.059 0.000
H 2.82688 2.88475 1.03630 -0.035 -0.072 0.015
H 1.24760 3.44707 1.55498 0.039 -0.051 -0.042
H 1.28616 3.69656 -0.70772 0.048 -0.061 0.020
H 0.39160 4.44427 -2.58287 0.010 0.039 0.044
H -0.72144 4.15214 -4.75557 0.030 0.048 -0.010
H -1.30531 1.87547 -5.52582 -0.062 -0.025 -0.068
H -0.79359 -0.07449 -4.13281 -0.011 0.016 -0.050
H -0.29137 -1.31634 4.04854 0.070 0.093 0.037
H 1.36638 -0.79007 3.75556 -0.080 0.070 0.006
H 1.12587 -3.00654 2.89145 0.142 0.070 -0.085
H 1.39430 -1.88036 1.55930 0.219 -0.382 0.246
H -1.31690 -3.07136 2.36133 0.023 0.114 -0.040
H -0.29290 -3.61150 1.02442 -0.075 0.129 0.047
H -2.79019 -2.82316 0.26350 0.042 0.045 0.140
H -4.63758 -2.09695 -0.99163 0.004 -0.059 0.045
H -6.03500 -0.29482 -1.88902 -0.057 -0.050 -0.062
H -5.18959 2.02989 -1.91769 -0.018 0.036 -0.037
H -2.93278 2.53326 -1.04225 0.011 0.082 -0.034
C 5.93827 -0.85883 -0.62286 -0.093 0.016 0.030
C 5.22105 0.21714 0.20780 0.831 0.106 0.061
C 5.43806 1.61662 -0.38796 -0.112 -0.048 -0.013
C 5.69027 0.18241 1.67490 -0.025 -0.037 -0.026
C 3.80639 -0.07529 0.22432 -1.043 -0.245 0.037
N 2.67915 -0.29231 0.29648 0.733 0.073 0.059
H 7.01381 -0.72165 -0.53558 0.040 0.048 0.000
H 5.66591 -0.78047 -1.67473 0.010 -0.024 -0.031
H 5.69235 -1.85633 -0.25911 0.036 -0.035 -0.007
H 6.50043 1.85073 -0.36650 0.043 -0.030 -0.004
H 4.91330 2.37231 0.19447 0.014 0.051 0.021
H 5.09290 1.66580 -1.41919 -0.001 0.011 -0.055
H 6.74892 0.43066 1.71450 0.036 0.013 -0.032
H 5.55362 -0.80754 2.10665 -0.001 -0.037 0.036
H 5.14546 0.90984 2.27555 0.002 0.029 0.039
C 1.69923 -4.74731 -1.76647 -0.088 0.373 0.000
As 1.29842 -2.86082 -2.07062 0.465 -1.166 -1.033
C -0.17465 -2.91580 -3.33757 0.216 0.224 0.216
C 2.87987 -2.13904 -2.93855 -0.335 0.041 0.254
O 1.00624 -2.17730 -0.58126 -0.245 0.268 0.312
H 2.07899 -5.17990 -2.69228 0.000 0.062 -0.012
H 0.79913 -5.28942 -1.47659 -0.040 0.137 -0.015
H 2.44586 -4.86675 -0.98252 0.005 0.147 -0.031
H 0.12618 -3.58719 -4.14324 0.024 -0.023 0.080
H -0.36260 -1.92891 -3.74627 0.049 -0.027 0.075
H -1.08176 -3.29591 -2.86852 0.112 -0.015 0.094
H 2.98780 -2.58469 -3.92675 -0.065 -0.031 0.030
H 3.74308 -2.40044 -2.32739 -0.037 -0.023 0.006
H 2.80038 -1.05718 -3.02477 -0.086 -0.017 0.005
```
Positions in Å, forces in eV/Å.

## Properties
HOMO-LUMO gap = 8.11 eV
F_max = 2.2 eV/A
charge = +2
HOMO energy = -13.474 eV
LUMO = -5.36 eV
ΔE to the lowest compared entry with this formula, charge and spin = 0.193 eV


[2]
DFT (wB97M-V/def2-TZVPD) results for a 7-piece molecular cluster, C20H48BrF3IN3O9P3S overall at a distorted geometry.

Geometry as XYZ:
```
89
Properties=species:S:1:pos:R:3:forces:R:3
N 0.36098 4.91113 0.27775 -0.030 -1.377 -0.038
P 1.37266 3.77067 -0.51126 0.495 1.164 -0.698
O 2.23382 3.17008 0.70196 -0.557 -0.245 0.054
C 0.15733 2.35643 -1.01170 0.939 0.674 0.784
N -0.83480 2.14039 -0.19419 -0.209 -0.687 -0.550
N -1.68345 1.16356 -0.54591 -0.282 -0.066 0.852
C -2.78197 1.04600 0.45618 -0.394 1.415 0.424
C -3.38954 2.45344 0.66401 -0.984 -0.686 0.066
C -4.90740 2.32139 0.82063 -0.072 0.388 -0.250
S -5.78786 3.87936 0.45625 -0.230 0.108 0.297
C -1.54743 0.42711 -1.62398 0.156 -0.663 -0.771
C -2.58910 -0.68044 -1.82989 -0.490 0.038 -0.124
F -3.77120 -0.08160 -2.07226 0.058 -0.212 0.135
F -2.32601 -1.47838 -2.84722 -0.066 0.169 0.334
F -2.68828 -1.44335 -0.73768 -0.012 0.078 -0.031
C -0.50267 0.65381 -2.55707 -0.452 -0.411 0.292
P -0.11716 -0.18356 -4.20410 0.961 0.149 -1.032
O -1.54334 -0.19719 -4.93880 -0.336 -0.338 0.530
Br 0.38587 -2.30698 -3.64583 -0.087 0.104 0.372
C 0.37470 1.66440 -2.23139 0.345 0.317 0.358
P 1.80355 2.04135 -3.43183 0.570 -0.234 -1.179
O 1.67881 3.65169 -3.70445 -0.463 -0.682 0.435
I 3.83274 1.66533 -2.09685 -0.300 0.098 0.296
H -0.02493 4.49482 1.12600 -0.187 0.315 0.087
H -0.41728 5.11124 -0.34390 -0.060 0.460 0.096
H 1.70691 2.90714 1.47252 0.043 -0.279 0.411
H -3.60180 0.42417 0.15266 0.298 -0.549 -0.412
H -2.37548 0.70202 1.39759 0.341 -0.419 -0.037
H -3.00167 2.92222 1.55625 0.383 0.351 -0.072
H -3.25043 3.06109 -0.21956 0.463 0.214 -0.135
H -5.30944 1.59078 0.12849 0.033 -0.215 -0.155
H -5.18902 2.01295 1.82049 -0.008 -0.022 0.205
H -4.78479 4.58361 -0.08146 0.115 -0.145 0.011
H -1.59329 -0.97348 -5.52406 -0.033 0.133 -0.462
H 0.83253 3.95403 -3.35683 0.124 0.673 0.058
C 6.36439 3.09117 -6.07121 0.045 0.017 0.028
C 7.10080 1.80182 -5.75633 -0.239 0.061 0.205
O 7.54045 1.76759 -4.40073 0.177 -0.030 -0.155
H 7.00620 3.95086 -5.87964 0.033 -0.005 -0.038
H 6.04484 3.11728 -7.11401 -0.021 0.001 0.007
H 5.48092 3.19603 -5.43527 -0.043 -0.039 -0.047
H 7.99013 1.70735 -6.37614 0.058 -0.034 0.058
H 6.45714 0.93582 -5.94836 0.033 0.002 -0.131
H 6.76248 1.83836 -3.84291 -0.079 0.027 0.085
C -0.57629 0.43246 4.87324 -0.090 0.032 0.061
C -0.49402 0.98676 3.46513 0.323 -0.304 0.081
O 0.75160 1.64356 3.25393 0.003 0.535 -0.334
H -0.46318 1.23307 5.60473 -0.039 0.042 -0.029
H -1.53015 -0.06622 5.04608 -0.007 0.020 0.032
H 0.22895 -0.28416 5.04920 -0.047 -0.077 -0.067
H -1.28786 1.71749 3.29764 0.094 0.102 -0.017
H -0.59957 0.18347 2.72705 -0.140 -0.050 0.089
H 1.45277 0.99411 3.38980 0.088 -0.185 -0.113
C 2.88875 -3.28194 3.31397 -0.118 0.067 0.010
C 3.31074 -1.88617 2.89888 0.037 -0.095 0.213
O 2.42343 -0.89385 3.42960 -0.161 0.141 -0.066
H 1.87315 -3.49016 2.97422 0.018 -0.014 -0.061
H 3.55880 -4.03287 2.89582 0.016 -0.004 0.021
H 2.89523 -3.38067 4.40179 0.088 -0.030 -0.001
H 3.28516 -1.78266 1.81587 -0.043 0.110 -0.004
H 4.32748 -1.67410 3.23924 0.036 -0.024 -0.092
H 2.44793 -0.96580 4.38882 0.054 -0.050 0.058
C -2.14212 -1.95355 7.87472 0.017 0.018 -0.115
C -3.38604 -1.18030 7.47887 0.065 -0.280 -0.001
O -3.68632 -1.34541 6.08891 0.223 0.075 -0.146
H -1.28602 -1.62615 7.28230 0.010 0.057 0.037
H -1.91135 -1.81177 8.93053 -0.002 -0.024 0.006
H -2.27688 -3.02242 7.69143 -0.035 -0.012 0.087
H -3.24316 -0.11427 7.64400 -0.058 0.037 -0.090
H -4.24488 -1.50794 8.07055 0.012 0.088 0.067
H -3.83180 -2.28416 5.93611 -0.168 -0.046 0.041
C -2.01461 -4.12782 2.99230 -0.075 0.031 -0.034
C -1.56813 -2.73468 2.59155 -0.028 -0.022 0.352
O -2.45459 -1.73497 3.09321 0.043 -0.016 -0.331
H -3.02126 -4.32501 2.62352 0.012 -0.007 -0.053
H -1.34058 -4.88746 2.59462 0.007 -0.010 0.030
H -2.04030 -4.22474 4.08033 0.092 -0.022 0.004
H -1.55991 -2.63521 1.50573 -0.017 0.072 0.001
H -0.55550 -2.53668 2.96407 0.052 -0.033 -0.121
H -2.46240 -1.80579 4.05421 -0.140 0.162 0.114
C 1.06327 -3.34375 -8.64001 -0.135 -0.024 0.030
C 0.82481 -2.09020 -7.82299 0.139 -0.181 0.048
O -0.33427 -2.22418 -6.99037 -0.241 0.252 0.213
H 0.19633 -3.56193 -9.26322 0.012 0.046 -0.044
H 1.93706 -3.23058 -9.28144 0.015 -0.005 0.019
H 1.22191 -4.20606 -7.98823 0.092 0.017 0.001
H 0.64727 -1.23577 -8.47260 -0.091 0.046 0.062
H 1.69347 -1.86921 -7.19396 0.025 0.057 -0.063
H -0.18585 -2.97385 -6.40514 0.024 -0.105 -0.061
```
Positions in Å, forces in eV/Å.

## Properties
HOMO-LUMO gap = 5.98 eV
F_max = 1.5 eV/A
charge = +1
HOMO energy = -11.031 eV
LUMO = -5.05 eV


- Which of these has the lowest HOMO energy?
  C29H43AsHfN4O3


- The highest HOMO-LUMO gap belongs to which entry?
  C29H43AsHfN4O3


- What is the LUMO in the first record?
  -5.36 eV


- Among the records above, which one has the lowest charge?
  C20H48BrF3IN3O9P3S